[1]
78
Properties=species:S:1:pos:R:3:forces:R:3 method="wB97M-V/def2-TZVPD" largest_force_ev_per_a=2.41 orbital_gap_ev=6.98 relative_energy_kj_mol=0.0 total_charge=-1 e_homo_ev=-4.75 energy_ev=-90412.031
H -1.48550 2.28713 -4.63513 -0.15 0.04 0.18
H -0.67861 0.27728 -4.90810 -0.33 -0.13 -0.03
C -1.61777 2.24486 -3.54900 -0.10 0.08 0.24
H 1.81680 -4.53469 -2.95587 -0.07 0.20 0.34
O -0.91312 -2.69038 1.78337 0.77 -1.12 1.78
C 1.53872 3.79487 -2.19278 0.24 -0.28 0.59
N -1.11205 -4.19306 3.47485 -0.06 -0.29 0.10
H -4.47507 2.28291 3.57807 0.13 0.02 -0.07
C -2.52842 -4.41197 3.22400 0.13 -0.16 0.11
N -1.61804 0.52438 1.66575 -0.08 -0.29 -0.12
H 0.54093 -4.78699 4.58470 -0.13 -0.21 0.07
H -3.07445 -0.53298 0.64223 0.15 0.12 0.11
H 3.85107 -3.72644 1.37856 -0.30 -0.11 -0.10
N -1.57659 0.85498 -3.13136 -1.29 0.17 0.48
H 2.29372 -2.95247 1.20181 0.18 -0.16 -0.19
C -0.69170 -0.01302 -3.85318 0.98 0.62 -0.03
H -1.60987 2.55337 -0.78664 0.36 0.31 0.21
Si 3.16269 -3.81084 -0.97055 0.02 0.29 -0.55
H -3.03943 4.44874 -0.05804 0.30 0.13 0.11
Cl 2.39613 -0.23893 1.71994 0.05 -0.02 0.37
C 2.88041 -3.81681 0.86433 0.10 -0.25 0.51
C -1.99743 4.40225 0.27047 0.17 -0.17 0.12
H 0.33169 0.14556 -3.45254 -0.91 -0.13 -0.57
Cl 4.07579 -1.91535 -1.16476 0.15 -0.67 -0.08
H 4.45817 -5.10681 -2.67185 -0.05 0.12 0.21
H 2.81442 0.95754 -2.26957 0.01 0.29 0.14
H 1.69575 5.00276 -3.97771 0.17 -0.16 0.17
H -0.96513 -1.05994 -3.71378 0.08 0.30 -0.01
H 0.59359 4.29245 -1.94660 0.42 -0.07 0.13
C -2.89058 0.21332 1.41495 -0.01 -0.11 0.40
C -0.46557 -5.14818 4.35849 -0.23 0.22 -0.12
C 1.60489 -4.36823 -1.88752 -0.29 0.07 0.06
H -2.68184 -5.27426 2.56199 0.00 0.19 -0.03
Cl 1.35832 -1.42268 -2.58702 0.84 -0.68 0.49
C -5.30134 0.33997 1.93043 -2.27 -0.63 -0.21
H 0.66900 -3.25646 3.01744 -0.47 0.05 -0.28
H 3.57909 1.57239 -0.81465 0.17 0.04 -0.27
H -2.89167 1.21107 -1.60364 0.18 -0.22 0.02
C -0.15004 5.26044 1.59162 -0.14 -0.18 0.05
N -6.41396 -0.00353 1.80967 2.30 0.68 0.21
H -2.06708 2.99053 3.90263 -0.09 -0.11 -0.01
C -0.40179 -3.34027 2.71610 -0.72 0.95 -1.27
C -3.66245 1.80655 3.03770 0.19 0.09 0.20
H -2.98592 -3.52201 2.78869 0.17 -0.16 0.04
C -1.46414 5.37613 1.11961 -0.05 0.10 0.07
C 1.94460 2.74426 -1.45783 -0.92 0.84 -0.35
H -0.41849 -6.14377 3.89113 0.09 0.20 0.13
Pb 0.48079 -1.05057 0.07298 -0.11 1.77 -1.34
O -1.92080 -0.59644 -1.37577 -0.69 0.91 -0.72
H 2.36675 -4.73020 1.18725 0.10 0.01 0.05
C 0.63416 4.17939 1.18526 -0.39 0.34 0.01
C -2.15383 0.46905 -1.97563 0.87 -0.64 -0.10
C -1.20126 3.33697 -0.14797 0.04 0.16 0.21
H -0.81913 2.84056 -3.07354 -0.19 -0.30 -0.16
H 3.13332 5.04538 -2.93990 -0.17 -0.19 -0.16
H -2.59084 2.66998 -3.27589 0.17 0.08 -0.09
H 0.26103 5.99874 2.28414 -0.19 -0.14 -0.20
C -1.33435 1.46044 2.56400 -0.35 0.40 0.20
H 2.78508 3.60083 -3.93749 -0.04 0.37 0.14
H 5.46876 -4.73139 -1.25559 -0.10 -0.05 -0.05
H -2.08756 6.22267 1.41655 0.21 -0.22 0.00
C -3.95095 0.77971 2.13465 0.51 0.19 -0.25
O 0.40019 1.14883 -0.73854 -0.78 -2.17 -0.23
H 4.25232 -6.01951 -1.16535 0.03 0.10 -0.11
H 1.65592 4.03452 1.54570 -0.26 0.21 -0.12
C 4.46412 -5.02261 -1.57810 0.20 -0.18 0.34
H -1.06835 -5.22575 5.27274 0.34 -0.02 -0.06
C 2.32965 4.39073 -3.31760 0.07 -0.05 -0.58
H -0.27129 1.67023 2.74670 -0.46 -0.15 -0.16
C -2.34040 2.17782 3.23984 0.19 -0.44 -0.30
C 3.13080 1.88810 -1.76672 0.12 -0.14 0.07
H -2.98774 -4.65173 4.18714 -0.12 0.12 -0.12
H 1.26186 -5.32953 -1.46831 0.33 0.06 0.05
C 0.12563 3.25351 0.27972 0.77 0.08 -0.28
H 0.76310 -3.66447 -1.81854 0.41 -0.32 -0.06
C 1.09468 2.21939 -0.29841 -0.01 0.12 0.17
H 1.82498 1.91712 0.47339 -0.12 0.39 0.28
H 3.86564 2.40459 -2.39713 -0.06 -0.18 0.23



[2]
78
Properties=species:S:1:pos:R:3:forces:R:3 method="wB97M-V/def2-TZVPD" largest_force_ev_per_a=2.39 orbital_gap_ev="8.15 / 8.16" relative_energy_kj_mol=19.2 s_squared=6.004 total_charge=0 e_homo_ev="-8.00 / -8.01" energy_ev=-101721.100 spin_multiplicity=5
H -1.86300 -2.62215 2.93136 -0.26 -0.12 -0.03
H -3.06375 -3.92178 2.86652 0.14 0.21 0.02
Pm -0.69503 0.14463 0.96516 1.50 -0.72 -1.69
C -2.00578 2.10543 -1.93622 0.00 -0.40 -0.17
H 1.53922 0.87630 6.55787 0.00 0.08 -0.10
H 0.41522 4.16336 -3.13590 -0.24 -0.16 -0.12
H -1.68399 -2.68663 -2.77272 -0.11 0.22 -0.19
C -1.80367 -1.83276 -3.45521 -0.27 0.00 0.01
C -2.93034 -2.84705 3.05009 0.29 -0.19 0.07
Si -4.02340 -1.89077 1.89091 -0.34 0.34 -0.29
Cl -2.54712 1.87492 1.81260 -0.04 0.09 0.09
C -4.79469 -0.44547 2.77164 0.15 0.21 -0.08
C 0.14275 2.83121 -0.99142 -0.77 -0.68 0.11
H -0.06102 2.68604 -4.02719 -0.14 0.15 0.27
C 3.00114 -0.38523 0.54278 0.08 -0.02 -0.07
H -0.93524 -0.99598 -6.55722 -0.06 0.15 0.13
C 1.76850 -0.59806 -2.53031 -0.62 -0.39 -0.20
C 0.12347 -0.65116 4.10225 -0.13 0.36 -0.84
H -2.68180 2.59224 -2.64553 0.01 -0.01 0.26
H -2.59458 -1.18791 -3.03467 0.20 -0.24 -0.11
H -5.19992 -0.78458 3.73414 0.04 -0.05 -0.17
H -1.87601 1.05570 -2.23801 0.03 0.24 0.17
C 4.35018 -0.03856 0.42113 -0.15 0.24 0.10
N -0.72517 2.80805 -2.00992 0.39 0.44 0.29
C 0.34530 -1.13344 -2.29504 0.19 -0.56 -0.05
H 2.63081 -1.36573 0.24221 0.08 0.25 0.01
C 4.15056 3.36836 1.95245 0.51 1.86 0.72
C 2.80699 -1.49570 -2.76922 0.20 0.23 -0.10
H -2.13525 -2.19400 -4.43850 0.01 0.05 0.30
H -6.03087 -2.43382 0.52565 0.11 -0.05 0.05
C 2.00674 0.76608 -2.63363 0.22 0.21 0.18
H 1.15107 1.43677 -2.54046 0.46 -0.30 0.09
C -0.39266 3.43565 -3.28948 0.16 -0.03 0.11
H -2.41484 2.15371 -0.91978 0.13 0.05 -0.22
H 0.45114 -2.19819 -2.02034 0.26 -0.16 -0.17
N 0.46534 -0.43676 5.35965 0.00 0.37 0.43
H 0.83746 0.07415 -4.71738 -0.26 -0.07 0.21
H 3.47331 2.32805 -2.86680 0.03 -0.33 -0.17
H 5.78824 1.54856 0.79624 -0.20 -0.13 0.00
H -0.73838 0.74543 -6.35752 -0.15 -0.16 0.01
H 5.04006 -0.74380 -0.03981 -0.12 0.25 0.18
C 3.29316 1.24935 -2.88120 -0.20 -0.05 0.00
C 2.46328 1.64166 1.49549 0.27 -0.24 -0.21
C -5.33796 -2.99053 1.16309 0.05 -0.11 -0.04
C 4.32845 0.35104 -3.14816 0.10 -0.01 0.14
H -4.06940 0.36236 2.95363 -0.30 -0.31 -0.03
C 0.41604 -1.48973 6.36829 -0.08 -0.06 -0.29
H -4.89134 -3.80197 0.57761 -0.11 0.10 0.08
O -0.36380 -0.52651 -1.29609 -0.16 1.45 1.54
H -3.22834 -2.64470 4.08964 0.00 0.02 -0.27
H -5.61490 -0.03011 2.17758 0.10 0.02 0.07
C 4.07753 -1.02402 -3.11274 -0.04 -0.02 0.13
C -1.03088 -0.17302 -5.83257 -0.35 0.20 -0.46
C 3.79648 2.06678 1.43731 -0.24 -0.12 0.02
O -0.00749 2.17831 0.06682 0.42 1.35 -1.17
H -2.09300 -0.08244 -5.55813 0.29 -0.06 -0.14
H -0.14916 1.36145 6.28918 0.15 -0.06 -0.15
O 0.02460 0.26602 3.24837 0.10 -0.89 0.99
Cl -2.93034 -1.17303 0.10978 -1.26 -0.86 0.73
H 5.33388 0.72285 -3.36900 -0.37 -0.15 0.05
H 1.67354 2.27244 1.90522 0.32 -0.05 -0.09
H -1.28332 3.93791 -3.68346 0.27 0.00 0.12
Cl 0.17427 -2.42365 1.38786 0.04 0.02 0.10
H 4.87734 -1.73411 -3.33672 -0.21 0.24 0.08
H 1.30299 -1.42380 7.00350 -0.08 -0.09 -0.12
C 4.75522 1.21486 0.87097 -0.16 -0.18 -0.06
H -0.47574 -1.39541 7.00312 0.18 0.04 -0.17
H -5.91456 -3.43357 1.98774 0.10 0.06 -0.16
H -0.05609 -1.70338 3.82377 0.09 0.31 0.04
C -0.15803 -0.36622 -4.64021 0.03 -0.60 0.43
H 1.03817 1.53574 4.96126 -0.09 -0.15 0.27
N 4.42718 4.42455 2.37146 -0.56 -2.16 -0.86
H 2.59282 -2.56514 -2.71232 0.15 0.25 -0.03
H 0.39218 -2.45706 5.85592 0.03 0.15 0.21
N 2.08203 0.44647 1.03358 -0.10 0.29 0.32
C -0.50415 -1.09378 -3.56575 0.70 0.71 -0.33
C 0.73950 0.92238 5.81679 -0.07 0.02 0.03
H 1.02884 3.47293 -1.16201 -0.29 -0.25 0.17



[3]
81
Properties=species:S:1:pos:R:3:forces:R:3 method="wB97M-V/def2-TZVPD" largest_force_ev_per_a=1.81 orbital_gap_ev="5.95 / 6.75" relative_energy_kj_mol=41.6 s_squared=0.756 total_charge=-1 e_homo_ev="-3.51 / -4.72" energy_ev=-155320.208 spin_multiplicity=2
H -4.27320 3.17420 -1.93240 0.03 -0.08 -0.03
H -2.07520 3.99500 -2.78560 0.05 -0.01 -0.04
O 0.86020 2.20860 -2.67330 0.23 1.32 0.13
H -0.68700 0.02680 5.09030 -0.02 0.03 0.05
F 9.90550 -1.81720 -2.29230 -0.10 -0.07 0.19
C 6.57650 -1.42430 -2.72340 0.43 0.13 -0.02
H -7.03610 -1.10880 0.49440 0.04 -0.05 0.08
C 6.46000 -0.10910 -0.27840 -0.14 -0.02 -0.07
S 1.63830 0.56650 1.03880 -0.45 -0.08 0.00
H -5.73010 0.67670 -0.57860 0.03 0.06 0.05
H 6.63090 -1.93480 -3.67310 0.00 -0.04 -0.06
C -1.09170 1.58890 3.64860 -0.20 0.05 0.04
H -0.28410 1.26710 2.98770 0.01 0.00 0.00
F 9.69250 0.23320 -2.89640 -0.11 0.16 0.16
C -2.26550 2.10580 2.81600 0.26 0.41 0.15
H -1.88090 2.82430 2.09150 -0.05 0.16 0.21
C -2.22020 3.81050 -1.71890 -0.19 0.08 -0.06
C -5.97080 -1.27700 0.30730 -0.07 0.19 -0.18
H -1.31320 -0.89690 2.86530 -0.09 -0.17 0.08
H -4.12640 -2.68860 -2.24970 0.04 -0.03 -0.03
H -4.12900 -0.23440 -2.15220 0.05 0.07 -0.02
H -0.49220 0.69700 -4.70940 0.20 0.06 -0.09
H -0.71950 2.41730 4.25480 0.07 0.04 -0.02
S 0.68000 -3.87330 1.97780 -0.26 0.14 -0.13
C -3.30060 -0.08780 2.83800 -0.06 -0.56 0.12
H -4.85730 4.05190 0.21280 0.04 0.03 0.11
Ga -0.06080 -0.35810 -0.24060 0.05 0.16 0.05
H -2.58290 -0.86640 -1.51440 -0.21 -0.04 -0.12
H -5.55610 -1.85110 1.14020 -0.04 0.05 0.06
S 0.54140 0.79170 -2.52780 0.28 -0.57 -1.69
H -1.79820 5.83990 -1.10100 -0.07 0.06 -0.05
C 4.04670 -0.32810 -0.25280 -1.22 0.24 0.53
C 7.66650 -0.24340 -0.92450 0.14 -0.09 -0.30
C 1.80280 -0.09690 -3.50310 -0.34 -0.03 0.56
C -3.33170 2.78840 -1.50940 0.20 -0.06 -0.44
H 2.74300 -0.01110 -2.96740 0.06 0.01 0.12
C -3.65940 -0.80040 -1.32900 0.50 -0.44 -0.17
H 8.56910 0.15480 -0.48280 0.05 0.04 0.03
H 4.47930 -1.73160 -2.50820 -0.10 0.04 0.02
C -5.77680 -2.06720 -0.98650 0.09 -0.08 0.22
H -3.08400 1.84920 -2.00730 -0.10 0.11 -0.12
H -4.08960 0.16690 3.56430 -0.01 -0.09 -0.04
C -4.28780 -2.18880 -1.29330 -0.15 0.15 -0.08
H -2.38240 -1.54940 4.12540 0.05 -0.02 -0.03
H -1.92310 4.50910 0.94760 0.02 0.03 0.05
H -1.29370 3.40200 -1.31440 0.07 -0.05 -0.06
C -5.25900 0.07650 0.21730 -0.22 -0.16 0.34
H -1.63580 1.13230 -3.42480 -0.09 0.07 0.14
H -6.23150 -3.05590 -0.89500 -0.05 0.00 -0.05
C -0.82340 0.47150 -3.70260 0.20 -0.17 0.68
C 3.00040 0.01210 0.26300 0.80 -0.34 -0.30
P -2.75410 1.08130 0.40070 -0.43 -0.03 0.04
F 8.94760 -1.33890 -4.15540 -0.29 -0.10 -0.10
N -3.54330 2.50410 -0.10630 0.41 -0.54 0.14
C 9.04040 -0.95060 -2.87170 0.49 -0.06 -0.19
H -1.11530 -0.56790 -3.59220 -0.10 -0.13 -0.06
C -2.85940 4.81470 0.47680 -0.23 -0.05 -0.11
H 1.88260 0.36420 -4.48000 -0.10 0.18 -0.13
S -0.00200 -2.21250 -1.44140 -0.17 -0.29 0.63
H -3.80640 -2.78600 -0.51720 0.08 -0.01 -0.01
C 5.36790 -1.29620 -2.07520 -0.13 0.06 0.20
H -4.05750 3.43950 1.66790 -0.10 0.05 0.01
C -2.09290 -0.64200 3.59040 -0.11 0.19 0.09
C 5.27830 -0.59580 -0.86320 0.72 -0.15 -0.35
C -2.59640 5.10120 -0.99960 0.18 -0.07 0.08
C -3.89770 3.69570 0.62200 0.03 0.08 0.36
C -1.53060 0.42160 4.52120 0.18 -0.11 -0.17
H -6.27850 -1.54360 -1.80430 -0.06 0.02 -0.09
H 1.49270 -1.13430 -3.56410 0.09 -0.18 -0.05
H -3.22370 5.71160 0.98360 0.04 0.03 0.07
H -2.97190 2.61370 3.49450 0.10 0.08 -0.09
Sb -1.06550 -3.00380 0.80500 0.44 -0.19 -0.18
H -5.35020 0.62960 1.15540 -0.11 -0.01 -0.10
H -2.30010 0.74850 5.22880 0.00 0.01 0.08
C 7.72750 -0.87190 -2.16860 -0.15 -0.03 0.08
H -3.67490 -0.85250 2.15740 -0.10 0.07 0.10
N -1.34040 0.96140 -0.22080 -0.96 -0.05 0.49
N -2.99270 1.09870 2.07240 0.26 0.06 -0.79
N -3.85290 -0.12570 -0.06450 0.37 0.41 0.08
H 6.40260 0.39550 0.67550 -0.02 0.02 0.01
H -3.50510 5.51080 -1.45380 -0.01 0.11 -0.02



[4]
81
Properties=species:S:1:pos:R:3:forces:R:3 method="wB97M-V/def2-TZVPD" largest_force_ev_per_a=0.77 orbital_gap_ev=7.27 relative_energy_kj_mol=0.0 total_charge=0 e_homo_ev=-7.94 energy_ev=-137976.721
N -0.53663 -2.09650 5.90558 -0.10 -0.75 -0.16
C 2.73809 -3.57736 1.59786 0.01 -0.03 -0.04
C -0.89583 -1.56992 3.53491 -0.01 0.00 0.00
C 4.05668 -1.70246 0.58497 -0.07 0.03 -0.01
H 2.34332 1.41245 -4.94784 0.00 0.00 -0.01
C 3.56505 1.86836 -1.94466 -0.01 0.01 -0.01
H 1.74714 0.38355 1.80825 0.02 -0.03 0.00
H 3.66170 0.80505 -1.71828 -0.01 -0.02 0.01
H 1.68337 4.59980 2.02973 0.00 0.01 -0.01
H -2.94458 3.23526 -3.92202 0.00 -0.01 -0.02
H 1.12819 -5.07180 1.77380 -0.01 0.00 -0.01
C 1.82227 4.05180 -3.15129 0.00 0.00 0.00
H -1.50464 -7.09673 -1.49186 0.00 0.00 0.00
C -1.89541 -3.75467 -1.72647 -0.07 -0.03 0.04
H 4.18539 -1.27587 1.57580 0.01 0.01 0.04
H 2.20978 1.71496 2.88549 0.01 0.01 -0.01
H 0.60568 1.34627 -4.61534 0.00 0.01 -0.01
H 1.98486 4.70032 -2.28710 0.00 0.00 0.00
H 4.96376 -2.22041 0.27577 -0.01 0.02 0.00
C -2.80399 -1.70636 5.02389 0.01 0.01 0.00
Si -1.77827 2.89328 -1.77170 0.00 0.01 0.00
H 3.00012 1.54085 1.31203 0.03 -0.04 -0.01
C 1.42047 4.27746 1.01805 -0.02 0.00 0.00
C -0.80384 2.52461 2.13951 0.01 0.02 0.00
H 0.69003 4.98327 0.61803 0.00 0.00 -0.01
C -1.18444 -1.07062 1.12483 -0.04 -0.04 -0.02
C -2.19840 -5.09775 -1.87905 0.05 -0.05 0.02
Si 0.73734 2.52274 1.05136 0.02 0.02 0.03
H -1.42379 1.63795 1.99397 0.02 -0.04 0.00
C 1.59520 1.17902 -4.18517 -0.01 -0.01 -0.01
C 0.02774 -4.23863 -0.62296 -0.09 -0.03 -0.04
C -1.31307 -6.03825 -1.37663 -0.03 0.02 -0.03
H -2.54058 -2.97968 -2.12204 0.01 -0.09 0.03
C -1.65680 4.72781 -1.35510 -0.01 -0.01 -0.02
C 2.05073 1.43071 1.84115 -0.01 -0.01 0.00
H 0.86167 4.32303 -3.59424 0.00 0.00 0.00
H -4.19080 2.64646 -1.27144 0.00 0.00 0.01
O -1.94008 -0.80896 0.14811 0.06 -0.03 -0.01
C -3.27743 2.18149 -0.88953 0.00 0.02 0.00
C -2.03069 2.71378 -3.62354 0.02 0.00 -0.01
H -1.63179 4.88995 -0.27501 0.00 -0.01 0.00
C -1.44203 -1.77713 4.78451 0.00 0.19 0.03
C 1.95736 -2.71136 -0.30935 0.19 -0.11 -0.17
C -1.32126 -1.01867 -2.81340 0.01 0.16 -0.09
S 1.80436 -1.75428 -1.70851 0.05 0.12 -0.03
H -2.12475 1.66540 -3.91464 -0.01 0.00 0.02
H -0.53582 2.58078 3.19818 0.00 0.01 0.00
C -3.64811 -1.41989 3.96232 0.01 -0.01 -0.01
N -0.79999 -3.33017 -1.09895 -0.03 -0.01 0.17
O 0.64488 -2.22506 5.65350 0.06 0.26 0.05
H -3.76986 -0.98349 1.85406 0.00 -0.01 -0.01
O 0.05876 -1.14604 0.94771 0.03 -0.12 -0.09
C -1.75490 -1.28805 2.48221 0.00 -0.01 0.01
N 2.93837 -2.63146 0.61108 -0.10 0.05 0.10
C -0.16272 -5.60728 -0.73781 0.03 0.02 0.02
H -1.42210 3.39511 1.90540 -0.02 -0.02 0.00
N -1.91705 -1.16544 -3.79064 0.00 -0.01 -0.01
H -1.20130 3.14618 -4.18791 0.00 0.01 0.00
H -3.22939 2.36221 0.18689 0.01 -0.01 0.00
H 2.60278 4.26731 -3.88607 0.00 0.00 0.00
H 3.74746 2.43567 -1.02863 0.00 -0.01 -0.01
H 3.39212 -3.66149 2.44676 -0.01 0.02 0.01
H 3.82848 -0.91260 -0.12255 -0.02 0.04 -0.03
H 0.17073 -1.62478 3.37603 -0.01 0.00 0.00
Si 0.17826 1.79394 -1.09435 0.00 -0.10 0.03
H 2.32016 4.34513 0.40188 0.00 -0.02 0.00
Ga -0.31287 -0.55569 -1.13907 0.07 0.18 -0.02
O -1.03921 -2.31355 6.98852 0.03 0.27 0.08
N 1.17894 -3.75526 0.06647 -0.16 0.06 0.13
H 0.57178 -6.30529 -0.36134 0.01 0.01 0.01
H -3.10246 -5.39262 -2.39215 0.00 0.00 0.00
H 1.67025 0.11246 -3.96028 0.01 0.01 0.01
C 1.63813 -4.27496 1.26465 0.06 -0.04 0.01
H -3.17946 -1.87490 6.02210 0.00 0.00 0.00
Si 1.85987 2.23583 -2.65590 0.01 0.04 0.03
C -3.12667 -1.21359 2.69299 -0.01 0.04 0.01
H -4.71482 -1.35798 4.12784 0.00 0.00 0.00
H -2.52169 5.26604 -1.75297 0.00 0.00 0.00
H -0.75669 5.17516 -1.78228 0.00 0.00 0.00
H -3.35189 1.10387 -1.04349 0.00 -0.01 -0.01
H 4.34479 2.13166 -2.66458 0.00 0.00 0.00